C7H7Cl2N2O4 | ωB97M-V with the def2-TZVPD basis set

Output
HOMO energy (spin up / spin down) in eV: -5.789 / -5.789
ΔE to the lowest compared entry with this formula, charge and spin in kcal per mole: 33.29
Frontier orbital gap (spin up / spin down) in eV: 7.1 / 7.1
Net charge: -1
Maximum force in eV Å⁻¹: 5.803

The geometry in XYZ format:
```
22
C7H7Cl2N2O4 (ωB97M-V with the def2-TZVPD basis set)
C 0.957 -1.243 -0.920
C -0.086 -0.963 -1.807
C 3.076 1.040 0.982
C -3.096 0.431 -0.530
C 0.109 0.466 0.036
C 2.158 -0.389 1.077
C -1.845 0.777 -1.566
N 1.153 -0.405 0.125
N -0.636 0.104 -1.143
O 2.384 1.984 0.631
O -2.737 0.430 0.645
O 4.178 0.781 1.366
O -4.239 0.202 -0.971
Cl 1.890 -2.697 -1.141
Cl -1.480 -1.799 1.979
H -0.555 0.330 0.921
H 0.576 1.505 0.116
H 1.588 -0.295 1.986
H 2.760 -1.304 1.004
H -1.674 1.796 -1.879
H -2.194 0.092 -2.403
H -2.286 -0.842 1.493
```